# 1
{
  "formula": "C41H51FMoN5P",
  "method": "wB97M-V/def2-TZVPD",
  "orbital_gap_ev": [6.670, 6.676],
  "s2": 2.0552,
  "e_tot_ha": -2375.7678,
  "total_charge": 2,
  "multiplicity": 3,
  "de_lowest_kj_mol": 5.0,
  "species": ["Mo", "C", "C", "C", "C", "C", "C", "C", "N", "N", "C", "C", "C", "C", "C", "C", "N", "C", "C", "C", "C", "C", "C", "N", "H", "H", "H", "H", "H", "H", "H", "H", "H", "H", "H", "H", "H", "H", "H", "H", "H", "H", "H", "H", "C", "C", "C", "P", "C", "C", "C", "C", "C", "C", "C", "C", "C", "C", "N", "C", "C", "C", "C", "C", "C", "C", "C", "C", "H", "H", "H", "H", "H", "H", "H", "H", "H", "H", "H", "H", "H", "H", "H", "H", "H", "H", "H", "H", "H", "H", "H", "H", "H", "H", "H", "H", "H", "H", "H", "F"],
  "xyz": [[-0.30, -0.15, 0.05], [1.86, 2.32, 0.64], [1.56, 2.39, 2.12], [1.67, 1.07, 2.81], [2.44, 0.97, 3.96], [2.45, -0.21, 4.68], [1.65, -1.24, 4.24], [0.93, -1.08, 3.07], [0.95, 0.04, 2.33], [0.72, 2.02, -0.28], [1.32, 2.30, -1.62], [0.38, 2.07, -2.75], [0.45, 2.81, -3.92], [-0.38, 2.45, -4.97], [-1.25, 1.38, -4.79], [-1.27, 0.73, -3.57], [-0.46, 1.06, -2.56], [-0.38, 3.00, -0.08], [-1.39, 2.59, 0.95], [-2.11, 3.53, 1.66], [-3.10, 3.11, 2.53], [-3.33, 1.75, 2.68], [-2.56, 0.86, 1.95], [-1.62, 1.27, 1.10], [2.27, 3.28, 0.33], [2.63, 1.56, 0.45], [2.26, 3.08, 2.57], [0.57, 2.81, 2.30], [3.02, 1.82, 4.29], [3.05, -0.30, 5.58], [1.57, -2.18, 4.78], [0.31, -1.88, 2.71], [1.68, 3.33, -1.63], [2.19, 1.65, -1.72], [1.14, 3.63, -4.01], [-0.35, 2.99, -5.90], [-1.92, 1.07, -5.58], [-1.96, -0.07, -3.39], [0.03, 3.98, 0.15], [-0.91, 3.09, -1.03], [-1.90, 4.59, 1.52], [-3.67, 3.83, 3.10], [-4.08, 1.37, 3.35], [-2.70, -0.21, 2.03], [2.29, -0.53, -3.66], [2.80, -0.95, -2.27], [3.99, -1.89, -2.48], [1.43, -1.62, -1.17], [2.31, -2.92, -0.20], [1.38, -3.82, 0.59], [3.39, -2.29, 0.69], [0.25, -2.44, -2.25], [0.62, -3.37, -3.22], [-0.31, -3.98, -4.05], [0.10, -4.98, -5.09], [-1.65, -3.61, -3.89], [-2.04, -2.69, -2.94], [-1.10, -2.10, -2.09], [-1.51, -1.18, -1.09], [-2.86, -1.34, -0.60], [-3.78, -0.28, -0.63], [-3.51, 1.08, -1.22], [-5.06, -0.48, -0.11], [-5.45, -1.68, 0.45], [-6.84, -1.88, 0.99], [-4.52, -2.71, 0.48], [-3.24, -2.58, -0.03], [-2.33, -3.77, 0.03], [3.00, 0.17, -4.11], [1.31, -0.08, -3.66], [2.24, -1.41, -4.31], [3.16, -0.07, -1.74], [3.70, -2.82, -2.97], [4.53, -2.14, -1.57], [4.70, -1.39, -3.14], [2.80, -3.53, -0.96], [0.79, -3.26, 1.31], [1.97, -4.55, 1.14], [0.70, -4.37, -0.06], [2.94, -1.76, 1.52], [4.03, -1.58, 0.15], [4.03, -3.07, 1.10], [1.66, -3.65, -3.31], [1.15, -5.26, -4.98], [-0.04, -4.59, -6.09], [-0.50, -5.89, -5.01], [-2.40, -4.05, -4.53], [-3.09, -2.44, -2.83], [-3.98, 1.18, -2.20], [-2.46, 1.30, -1.34], [-3.95, 1.85, -0.58], [-5.76, 0.34, -0.15], [-7.36, -0.93, 1.11], [-6.82, -2.39, 1.96], [-7.43, -2.50, 0.31], [-4.80, -3.66, 0.92], [-2.69, -4.47, 0.79], [-1.32, -3.48, 0.30], [-2.29, -4.30, -0.92], [-0.97, -1.37, 1.35]]
}

# 2
{
  "formula": "C41H52BrF3N8O7S",
  "method": "wB97M-V/def2-TZVPD",
  "orbital_gap_ev": 7.396,
  "e_tot_ha": -5829.6516,
  "species": ["O", "C", "Br", "C", "C", "C", "C", "O", "C", "F", "F", "F", "O", "S", "O", "O", "O", "C", "C", "C", "O", "H", "H", "H", "H", "H", "H", "H", "H", "H", "H", "H", "H", "C", "C", "C", "N", "C", "H", "H", "H", "H", "H", "C", "C", "C", "N", "C", "H", "H", "H", "H", "H", "C", "C", "C", "N", "C", "H", "H", "H", "H", "H", "C", "C", "C", "N", "C", "H", "H", "H", "H", "H", "C", "C", "C", "N", "C", "H", "H", "H", "H", "H", "C", "C", "C", "N", "C", "H", "H", "H", "H", "H", "C", "C", "C", "N", "C", "H", "H", "H", "H", "H", "C", "C", "C", "N", "C", "H", "H", "H", "H", "H"],
  "xyz": [[0.15, -1.83, 6.02], [0.62, -0.81, 5.25], [2.12, 0.30, 5.97], [-0.14, -0.57, 3.80], [0.87, -0.14, 2.58], [0.78, 1.50, 2.63], [1.26, 2.26, 1.26], [2.23, 1.52, 0.43], [1.99, 3.74, 1.58], [1.01, 4.81, 1.86], [2.69, 4.10, 0.29], [3.08, 3.63, 2.59], [2.30, -0.50, 2.70], [2.48, -2.06, 2.01], [3.51, -1.90, 0.83], [2.97, -3.12, 3.04], [0.85, -2.36, 1.47], [0.35, -0.96, 1.26], [-1.24, -0.99, 0.88], [-2.03, 0.43, 1.04], [-3.38, 0.24, 0.42], [-0.66, -1.62, 3.54], [-1.02, 0.18, 4.00], [1.48, 1.86, 3.53], [-0.30, 1.92, 2.89], [0.27, 2.55, 0.66], [1.74, 1.41, -0.46], [0.87, -0.71, 0.23], [-1.78, -1.86, 1.47], [-1.34, -1.30, -0.27], [-1.52, 1.32, 0.43], [-2.23, 0.69, 2.17], [-3.92, 1.08, 0.50], [5.25, 4.73, -4.22], [5.03, 4.52, -2.83], [3.67, 4.44, -2.64], [3.06, 4.61, -3.86], [4.01, 4.78, -4.82], [6.20, 4.84, -4.72], [5.78, 4.43, -2.06], [3.08, 4.29, -1.74], [2.06, 4.60, -4.01], [3.73, 4.92, -5.86], [-0.48, 0.85, -6.13], [0.53, 1.03, -7.10], [1.39, 1.99, -6.62], [0.94, 2.39, -5.39], [-0.21, 1.70, -5.09], [-1.32, 0.17, -6.19], [0.62, 0.52, -8.05], [2.29, 2.41, -7.05], [1.37, 3.09, -4.81], [-0.72, 1.87, -4.15], [-3.19, -6.10, -0.03], [-1.87, -5.57, -0.04], [-1.51, -5.34, 1.27], [-2.57, -5.70, 2.07], [-3.59, -6.17, 1.28], [-3.77, -6.39, -0.89], [-1.25, -5.39, -0.91], [-0.60, -4.94, 1.70], [-2.59, -5.63, 3.08], [-4.51, -6.51, 1.73], [-7.13, 4.50, 1.23], [-5.98, 4.97, 1.90], [-4.88, 4.45, 1.25], [-5.33, 3.67, 0.22], [-6.70, 3.70, 0.19], [-8.16, 4.72, 1.48], [-5.95, 5.62, 2.76], [-3.82, 4.56, 1.44], [-4.75, 3.15, -0.43], [-7.25, 3.15, -0.56], [-6.11, -0.57, 3.69], [-5.48, -0.91, 4.92], [-4.50, -1.83, 4.64], [-4.51, -2.06, 3.28], [-5.48, -1.29, 2.70], [-6.92, 0.13, 3.55], [-5.73, -0.53, 5.90], [-3.79, -2.34, 5.28], [-3.89, -2.70, 2.79], [-5.65, -1.33, 1.63], [2.17, -1.44, 9.31], [3.49, -0.92, 9.30], [3.85, -0.68, 10.61], [2.79, -1.04, 11.41], [1.77, -1.51, 10.63], [1.58, -1.74, 8.45], [4.11, -0.73, 8.43], [4.76, -0.29, 11.04], [2.77, -0.97, 12.42], [0.84, -1.85, 11.07], [3.52, 5.39, -10.33], [4.38, 4.63, -11.15], [5.01, 3.71, -10.34], [4.57, 3.90, -9.06], [3.66, 4.92, -9.04], [2.87, 6.20, -10.64], [4.52, 4.73, -12.22], [5.74, 2.94, -10.57], [4.87, 3.37, -8.25], [3.18, 5.22, -8.12], [1.79, -7.63, -2.80], [1.29, -8.41, -3.87], [-0.04, -8.63, -3.63], [-0.37, -8.02, -2.45], [0.74, -7.40, -1.94], [2.80, -7.27, -2.67], [1.85, -8.76, -4.73], [-0.79, -9.18, -4.20], [-1.29, -8.03, -2.02], [0.69, -6.86, -1.01]]
}